One molecule with the formula C4H9N3O in a non-equilibrium geometry. Source: OMol25; level of theory: ωB97M-V with the def2-TZVPD basis set.

Values from the calculation:
LUMO energy   0.84 eV
Charge   0
SMILES   [H]/N=[N+](\[O-])N1CCCC1
Molecular weight   115.1 g mol⁻¹
Maximum force   5.9 eV Å⁻¹
ΔE to the lowest compared entry with this formula, charge and spin   471.7 kJ/mol

Element x y z (Å)
O: 0.0846 -0.5870 -2.6424
N: 0.0632 -1.1768 -1.4794
N: 0.4173 -0.3861 -0.4857
N: -0.0743 -2.4244 -1.1451
C: 0.2608 1.1165 -0.6976
C: -0.2466 1.5423 0.7348
C: 0.1890 0.4003 1.6904
C: -0.0626 -0.7323 0.8122
H: 0.3501 -1.7913 0.9062
H: -0.4344 -2.8579 -2.0281
H: 0.1790 2.5784 0.9965
H: -0.3113 0.4813 2.6919
H: -1.2041 -1.0254 0.5994
H: -1.3439 1.5572 0.6627
H: 1.3257 0.5438 1.9747
H: -0.4435 1.2463 -1.5497
H: 1.2510 1.5151 -1.0408


A 16-piece molecular cluster, C52H141N5O26 overall in a non-equilibrium geometry. Source: OMol25; level of theory: ωB97M-V with the def2-TZVPD basis set.

Values from the calculation:
LUMO energy   0.49 eV
Charge   0
Molecular weight   1252.7 g mol⁻¹
Maximum force   3.4 eV Å⁻¹

Element x y z (Å)
O: 3.9417 -5.1679 -1.4565
O: -6.4214 5.8548 -1.0523
O: 2.3885 0.6404 -2.9572
O: -4.5643 -5.9762 -4.5943
O: 5.8055 -1.3781 1.4563
O: -1.5316 2.3356 3.4590
O: 0.7058 3.2063 -4.3317
O: 0.4976 4.5320 -1.7832
O: -8.9434 -0.0988 -3.2434
O: -0.3397 5.1465 3.7002
O: -4.4016 -4.6197 -2.1364
O: 0.5048 1.4674 1.7624
O: -5.7426 2.0388 0.9412
O: 2.2968 6.4027 4.3007
O: -3.2922 -1.3016 1.3875
O: -1.8782 -7.1319 0.6254
O: -0.0097 -3.5060 -4.0889
O: 7.8045 -1.0162 7.6202
O: 0.0959 -1.8955 0.7298
O: -4.9091 -3.4364 0.1877
O: 0.3376 -0.1533 -5.2735
O: -4.2819 3.9779 -1.5177
O: -1.7169 5.3264 -0.1298
O: -3.2770 -0.5520 -2.5856
O: 12.9566 -2.2906 5.8604
O: -2.2670 -1.9632 4.8751
N: -1.6288 0.4230 -0.2375
N: 4.0700 -2.2447 -0.8149
N: 10.2706 -0.6722 4.9656
N: -1.4454 -4.2876 -1.5728
N: -6.6365 0.5826 -1.5447
C: -4.1590 -0.6658 -3.6681
C: -8.5975 1.2442 -2.8709
C: -0.0464 2.1635 0.6222
C: 4.3063 1.4470 -4.3110
C: -5.0409 4.5924 -2.6212
C: 3.4698 5.6764 4.0598
C: -3.1993 -5.8678 -5.1010
C: -1.1930 4.5310 4.6806
C: -2.1470 6.5553 0.4826
C: -1.3222 -5.5922 -0.8893
C: 2.7930 5.1420 -0.9590
C: -2.1127 -6.5591 -4.3013
C: -5.6633 -3.0701 -0.9229
C: -4.9653 1.9562 2.1332
C: 4.1924 -2.8766 -2.1619
C: -1.0379 2.9890 4.6813
C: -1.2807 4.6868 -4.6433
C: 6.8818 -0.0847 8.1056
C: 8.3416 -0.6503 6.3357
C: 5.0305 -0.5176 0.6547
C: -1.4178 7.7796 -0.1537
C: -3.0503 -2.1063 3.6579
C: 13.5091 -3.5671 6.0297
C: -6.5068 0.8406 0.8528
C: 3.3726 4.2682 4.6677
C: -1.4948 1.7641 0.3918
C: -7.3536 1.0186 -0.3617
C: 12.4387 -2.0230 4.6233
C: 4.9160 -1.0525 -0.7323
C: -0.6297 3.2718 -4.7864
C: 2.9432 -6.0831 -1.0756
C: -2.7340 0.6886 -2.4432
C: -10.4342 -0.0535 -3.4891
C: -5.4871 5.9231 -2.1160
C: -0.2286 -2.1563 -4.1112
C: -1.4218 0.5610 -1.7029
C: -2.4989 -6.1241 -0.1111
C: 9.8403 -0.8392 6.3283
C: 0.2823 -1.5967 -5.3818
C: 0.0563 -2.8065 -0.3367
C: 3.3805 -4.1471 -2.2485
C: 5.6710 -1.2567 2.8615
C: -1.3992 -3.1467 -0.6542
C: -7.0890 1.2219 -2.7743
C: 11.6963 -0.7072 4.6058
C: 1.8829 1.6790 1.8606
C: 1.3192 -1.8917 1.4970
C: -2.5171 -1.1695 2.6024
C: -5.7682 -4.2159 -1.9111
C: 1.3785 5.5451 -1.0349
C: 3.2361 1.7920 -3.3094
C: -2.7419 -8.0981 1.2407
H: -1.1221 -6.3112 -1.6542
H: 1.7729 0.4486 -3.6548
H: 10.4293 -0.1358 7.0150
H: -1.2956 -1.8259 -4.0340
H: 3.1170 4.3778 5.7685
H: -7.4883 2.1025 -0.4708
H: -0.4667 -5.6355 -0.2156
H: 0.7078 0.1445 -6.0714
H: 3.2441 5.1366 -1.9462
H: -1.9824 -3.4001 0.1719
H: 1.1127 -1.2797 2.4043
H: -0.6521 2.9542 -5.8351
H: -4.5989 3.1045 -1.2552
H: 1.2931 6.4823 -1.6144
H: -6.3820 5.0124 -0.5472
H: -2.5119 1.1518 -3.4131
H: 5.5301 0.4801 0.5323
H: 6.4912 -1.8771 3.3197
H: -1.3976 7.4892 -1.2326
H: -3.4097 1.3617 -1.8364
H: 0.5052 1.9550 -0.2835
H: -6.6410 -2.6894 -0.5808
H: -2.9420 -5.4321 0.5967
H: -2.0458 2.5613 -0.2098
H: -6.7444 2.2146 -2.8199
H: 12.8012 -4.3677 5.9773
H: -4.6260 6.5466 -1.8081
H: -1.4544 4.9650 -3.5910
H: 2.4802 -5.7729 -0.1482
H: -0.7078 4.7260 2.9510
H: -0.3306 -1.9421 -6.2602
H: 1.5093 5.9065 4.0851
H: 11.6921 -2.7622 4.3977
H: -2.2182 4.7845 4.4302
H: -5.9339 6.4117 -2.9545
H: 2.0790 -1.4425 0.8523
H: -8.9803 1.9593 -3.5288
H: -2.1827 -7.6527 -4.3761
H: 2.1670 -6.2188 -1.8670
H: 2.0841 2.6317 2.3225
H: -10.9872 0.2314 -2.6087
H: -2.0287 1.7352 1.3934
H: -0.0045 2.6531 4.9379
H: -1.8684 8.7834 -0.0905
H: -8.3154 0.5364 -0.2540
H: -0.4190 -3.8841 -3.3149
H: 14.0595 -3.5658 6.9266
H: 4.4793 -2.8857 -0.1297
H: 3.1864 5.8401 -0.2557
H: -4.0589 -1.7792 3.9388
H: -3.1420 -7.7367 2.2772
H: 3.8554 -2.1658 -2.9699
H: -2.0314 -8.8840 1.5512
H: -5.2603 -2.2831 -1.4990
H: -4.4055 -2.6711 0.4531
H: -1.3976 -1.3120 2.4269
H: -4.3540 1.1013 2.0134
H: -4.3406 4.7798 -3.3857
H: 4.4128 -0.2963 -1.2702
H: 4.9410 2.3187 -4.3050
H: -5.4695 1.6888 3.0664
H: -8.9843 1.4395 -1.8861
H: -0.3100 5.0151 -1.9736
H: -0.4112 7.9278 0.2038
H: 2.3315 -3.9127 -1.9370
H: -2.3800 -4.2366 -1.9798
H: 0.7529 -3.5974 -0.1345
H: -10.7417 -1.0466 -3.7371
H: 14.2264 -3.7959 5.2160
H: -2.4395 4.8004 -0.5108
H: -3.6197 -8.4527 0.7022
H: 10.0808 -1.8469 6.7179
H: 4.6942 -1.7161 3.1293
H: -5.7809 3.9044 -2.8983
H: 9.8718 -1.4810 4.4389
H: -6.6308 -0.4535 -1.5417
H: -1.8198 -2.2966 -1.1489
H: -4.3325 -1.7148 -3.9771
H: -0.9936 -0.1745 0.2450
H: 5.2176 -3.1143 -2.4218
H: -10.5548 0.7946 -4.2467
H: 1.3311 -1.9546 -5.4934
H: -1.3308 -2.1420 4.5818
H: 11.6919 -0.4152 3.5936
H: -2.8119 -0.7011 0.7899
H: 2.5521 2.5429 -3.7812
H: 1.0012 5.6037 0.0043
H: -0.6406 5.4568 -4.9905
H: -3.0404 -3.2050 3.3664
H: -0.6573 1.3260 -1.9775
H: 3.9992 1.1980 -5.3299
H: -3.2733 6.6734 0.2422
H: -3.6964 -0.1691 -4.5246
H: 4.2758 3.6720 4.4513
H: -0.8003 1.8872 3.0241
H: 7.9333 -1.3275 5.5196
H: -1.1425 -6.2373 -4.7189
H: -5.1783 -0.3129 -3.5029
H: 3.5477 5.6117 3.0054
H: 2.3919 1.5716 0.8661
H: 3.4455 -6.9948 -0.7635
H: 13.1673 -2.0257 3.8120
H: -2.2318 -6.3251 -3.2281
H: 5.6828 -0.2184 3.2191
H: 8.0754 0.3749 6.0449
H: 3.6818 2.1982 -2.4012
H: 2.3145 0.9004 2.4858
H: -4.4020 -5.2229 -2.8634
H: -3.3327 -6.5656 -0.7209
H: 5.9193 -0.0849 7.4796
H: -3.0463 -4.7466 -5.0336
H: 6.0043 -1.1758 -0.9941
H: 3.3779 -4.5731 -3.3024
H: -2.0563 6.5158 1.6114
H: -0.8548 -0.2649 -2.0445
H: 12.2606 -0.0331 5.1982
H: 0.5539 -2.3601 -1.2356
H: -4.5068 2.9351 2.2756
H: -4.9390 -6.8854 -4.5717
H: -6.4420 -4.9347 -1.4323
H: 2.5070 3.7911 4.2009
H: 4.1092 -0.3523 1.1588
H: 2.9469 4.2262 -0.4287
H: -2.6651 -0.0922 2.9320
H: -2.2768 4.4670 -5.1316
H: -1.6188 2.6145 5.4988
H: -0.9725 5.0058 5.6912
H: -3.2020 -6.1736 -6.1840
H: 4.9748 0.6534 -3.9822
H: -1.2554 2.6562 -4.1900
H: 1.6717 -2.9211 1.6769
H: 6.6639 -0.3863 9.1704
H: 4.2672 6.1559 4.5186
H: -5.8770 -0.0749 0.8843
H: 0.7631 3.6112 -3.4186
H: 0.2289 -1.6095 -3.2517
H: -7.1280 0.8591 1.7242
H: 7.2371 0.9685 8.1194
H: -6.2694 -3.9624 -2.8937
H: 0.0805 3.3001 0.7112
H: -6.7278 0.6075 -3.5869


A 2-piece molecular cluster, C3H8N2 overall in a non-equilibrium geometry. Source: OMol25; level of theory: ωB97M-V with the def2-TZVPD basis set.

Values from the calculation:
LUMO energy   0.95 eV
Charge   0
SMILES   [H]/N=C/N.C=C
Molecular weight   72.1 g mol⁻¹
Maximum force   3.4 eV Å⁻¹
ΔE to the lowest compared entry with this formula, charge and spin   441.0 kJ/mol

Element x y z (Å)
N: 2.5508 1.8040 0.6947
N: 4.8811 1.5950 0.6255
C: -3.4916 -1.8801 -1.2405
C: 3.7503 1.2996 1.1378
C: -4.7745 -2.0692 -1.0330
H: 2.9212 2.5163 0.0031
H: -3.0907 -1.5864 -2.1953
H: -5.0805 -2.0560 0.0014
H: 5.4603 2.1675 1.2179
H: 3.6954 0.5457 1.9229
H: -2.7140 -2.3455 -0.5608
H: 1.5693 2.0853 1.0104
H: -5.6771 -2.0762 -1.5842


C19H28InO5S4 as an isolated structure. Source: OMol25; level of theory: ωB97M-V with the def2-TZVPD basis set.

Values from the calculation:
LUMO energy   -2.76 eV
Charge   +1
Molecular weight   579.5 g mol⁻¹
Maximum force   0.5 eV Å⁻¹
ΔE to the lowest compared entry with this formula, charge and spin   30.1 kJ/mol

Element x y z (Å)
In: 0.0343 0.3149 0.4593
S: 2.1748 -0.5689 2.1757
S: -0.9037 -1.6927 2.1450
S: 1.9963 2.2898 0.7729
S: -0.9948 1.6856 2.5315
O: -0.5398 -1.2896 -1.0022
O: -0.5088 1.8258 -0.8321
O: -1.7828 2.3413 -2.5921
O: 1.4847 -0.4842 -1.1219
O: -2.4054 0.2121 0.1959
C: 0.5741 -2.6511 2.6124
C: -3.6267 2.2511 -0.1091
C: 3.5224 -0.0830 1.0748
C: 1.8025 -1.4156 -3.7796
C: -1.6421 1.8240 -1.5129
C: 0.1664 3.0666 2.7123
C: -1.3339 -0.7543 3.6427
C: -0.5067 -2.1142 -3.7093
C: 0.5276 -1.1095 -1.6798
C: -0.5849 0.5540 3.8829
C: 0.6089 -1.5650 -3.0820
C: 1.8117 -2.2943 1.7940
C: -0.4264 -2.5081 -5.0348
C: 3.5871 1.4444 1.0528
C: -2.8546 1.1560 -0.8272
C: 1.6357 2.7527 2.4965
C: 1.8823 -1.8171 -5.1016
C: 0.7688 -2.3603 -5.7288
C: -3.7183 0.4246 -1.8342
H: 0.3256 -3.7002 2.4675
H: 0.4905 0.4061 3.9356
H: 3.3105 -0.4824 0.0911
H: -0.9319 0.9961 4.8162
H: 0.0196 3.4967 3.7027
H: 4.2497 1.7594 0.2498
H: 2.8092 -1.7014 -5.6477
H: -4.4870 1.8213 0.4055
H: 4.4647 -0.4847 1.4442
H: -2.9958 2.7554 0.6248
H: -2.4014 -0.5622 3.5293
H: 1.9723 1.9548 3.1565
H: -4.6599 0.1141 -1.3799
H: -0.1916 3.7957 1.9820
H: 0.7474 -2.4863 3.6762
H: -3.9701 2.9871 -0.8348
H: -3.9188 1.0823 -2.6758
H: -1.2132 -1.4224 4.4948
H: 0.8317 -2.6666 -6.7652
H: 2.6579 -0.9757 -3.2840
H: -1.4275 -2.2265 -3.1530
H: 2.6416 -2.9332 2.0909
H: -2.4311 -0.6664 -0.2078
H: 1.6440 -2.3972 0.7212
H: 3.9869 1.8406 1.9855
H: 2.2191 3.6457 2.7206
H: -1.2941 -2.9273 -5.5271
H: -3.1971 -0.4578 -2.2203


A 18-piece molecular cluster, C4H41B3F2N2O22 overall in a non-equilibrium geometry. Source: OMol25; level of theory: ωB97M-V with the def2-TZVPD basis set.

Values from the calculation:
LUMO energy   -0.69 eV
Charge   0
Molecular weight   539.8 g mol⁻¹
Maximum force   1.2 eV Å⁻¹

Element x y z (Å)
F: 2.0896 3.5723 -0.4625
F: 0.0825 2.2073 2.5665
O: 5.0395 2.9483 -1.0315
O: -4.2517 -3.1512 -1.7955
O: 5.2489 0.3121 0.1923
O: 4.1522 -3.3626 -0.8208
O: 0.1965 -4.6755 -1.1239
O: 2.2228 2.6160 2.2179
O: 1.3128 -1.8807 -0.5039
O: -4.6385 -3.1718 5.1485
O: 6.4522 4.1108 1.3670
O: 2.0849 -0.1048 0.8555
O: 0.0738 0.9276 -4.1921
O: -4.3486 -3.6863 2.0869
O: -2.4932 -5.0402 -0.2147
O: -2.4605 2.5030 1.0804
O: 2.6105 6.7044 -1.2988
O: -2.5274 -0.9137 -0.4957
O: -2.8430 1.5895 -1.9378
O: -2.5775 0.9789 3.8787
O: 1.2730 0.3619 -1.3404
O: -1.4824 -3.2154 -3.1945
O: 0.4139 7.5046 -3.3306
O: -0.0112 3.4632 -1.1210
N: 1.1322 -2.0879 1.9967
N: 0.8102 1.9569 0.4647
C: -0.1648 -2.8161 1.9260
C: 1.1705 2.3101 1.8266
C: 0.8352 3.0311 -0.4424
C: -1.3088 -1.8933 2.3613
B: 0.8419 -0.9746 -1.4442
B: 1.4269 0.7134 -0.0098
B: 1.5255 -1.4035 0.8181
H: 5.3302 3.5786 -1.6991
H: -0.1251 1.8628 -4.2979
H: -2.2175 -0.0158 -0.6759
H: -2.2505 -2.4378 2.2221
H: 6.0808 3.5688 0.6594
H: -3.0623 1.4615 -2.8661
H: 5.2106 1.1148 -0.3435
H: -3.6711 -3.2011 -1.0210
H: 1.9112 7.0259 -0.7181
H: 4.0917 3.0819 -0.9326
H: -0.0134 -4.7451 -2.0654
H: -4.1971 -2.3147 5.1438
H: -5.1382 -3.0822 -1.4228
H: -2.4823 3.3648 1.5109
H: 0.0779 -1.2787 -2.2890
H: -1.1834 -1.6349 3.4212
H: -4.8436 -3.3214 4.2196
H: -1.5933 -2.4933 -3.8225
H: 4.6693 -3.5042 -0.0220
H: -1.3545 -0.9727 1.7608
H: 0.7195 0.8890 -3.4770
H: 4.3877 0.2392 0.6161
H: 0.5902 -3.7932 -1.0513
H: -4.5016 -4.4895 2.5998
H: 1.8666 -2.6543 2.4131
H: -2.8343 -5.0021 -1.1146
H: 7.0988 4.6810 0.9410
H: -0.3451 -3.2266 0.9243
H: -0.1156 -3.6695 2.6116
H: 2.4337 5.7637 -1.4071
H: -1.5335 -4.8906 -0.3212
H: -3.3076 -0.9775 -1.0606
H: -2.0690 2.6699 0.2153
H: -2.1621 1.2798 3.0608
H: 1.0696 7.1752 -2.7031
H: -0.3703 6.9620 -3.2083
H: 3.2976 -3.0292 -0.5317
H: -2.7456 1.7674 4.4015
H: -3.8021 -4.0195 1.3584
H: -2.3535 -3.6320 -3.1788
H: -2.4508 2.4661 -1.8768


One molecule with the formula C3H4ClNS3 in a non-equilibrium geometry. Source: OMol25; level of theory: ωB97M-V with the def2-TZVPD basis set.

Values from the calculation:
LUMO energy   -0.85 eV
Charge   0
SMILES   S=CS/C(CCl)=N\S
Molecular weight   185.7 g mol⁻¹
Maximum force   5.1 eV Å⁻¹
ΔE to the lowest compared entry with this formula, charge and spin   226.3 kJ/mol

Element x y z (Å)
Cl: -2.9789 -0.8735 -0.7862
S: 1.2849 1.9122 -0.9153
S: 0.2716 -1.0992 -1.1402
S: 3.2517 -1.5325 -0.3906
N: 0.0137 1.3240 -0.0256
C: -1.7725 -0.3043 0.3498
C: 1.6799 -1.1150 -0.1329
C: -0.5297 0.1399 -0.2960
H: 1.3769 3.0568 0.2048
H: -1.5116 -1.1247 1.0200
H: 1.3129 -0.7653 0.9085
H: -2.3987 0.3815 1.2037


C5H6CrO3 as an isolated structure in a non-equilibrium geometry. Source: OMol25; level of theory: ωB97M-V with the def2-TZVPD basis set.

Values from the calculation:
LUMO energy (spin up / spin down)   -11.43 / -11.41 eV
2S+1   5
Charge   +2
Molecular weight   166.1 g mol⁻¹
Maximum force   5.9 eV Å⁻¹
ΔE to the lowest compared entry with this formula, charge and spin   77.4 kJ/mol

Element x y z (Å)
Cr: -1.9753 1.3434 -1.0558
O: -0.9726 1.6401 -5.1468
O: -1.7232 1.7210 -2.9604
O: -1.6906 0.0952 0.1137
C: -1.3597 1.6295 -4.0696
C: 2.2177 -1.0191 2.6213
C: 1.6576 -0.9869 1.4321
C: 0.5759 -0.0229 0.9977
C: -0.7163 -0.7509 0.6118
H: -0.4646 -1.5366 -0.1286
H: 2.2710 -0.3649 3.4930
H: 0.9343 0.5372 0.1170
H: 1.9776 -1.7128 0.6710
H: 0.3635 0.7049 1.7944
H: -1.0955 -1.2772 1.5093


An isolated ion of composition C5H14N3 and charge +1 in a non-equilibrium geometry. Source: OMol25; level of theory: ωB97M-V with the def2-TZVPD basis set.

Values from the calculation:
LUMO energy   -3.59 eV
Charge   +1
SMILES   CC(=[NH2+])NNC(C)C
Molecular weight   116.2 g mol⁻¹
Maximum force   5.5 eV Å⁻¹
ΔE to the lowest compared entry with this formula, charge and spin   329.4 kJ/mol

Element x y z (Å)
N: 2.3895 2.3987 0.1331
N: 1.0606 0.6059 0.4021
N: -0.4429 -0.2982 0.6542
C: 1.2426 1.8559 0.0355
C: -0.6376 -1.0405 -0.4838
C: -2.1036 -1.4891 -0.4169
C: 0.1322 2.7403 -0.4917
C: 0.2240 -2.3753 -0.4993
H: -0.4921 -0.4136 -1.3923
H: -2.6818 -0.5803 -0.2577
H: 1.8991 0.1144 0.7345
H: 1.2727 -2.1176 -0.6684
H: -2.3800 -2.0053 -1.3005
H: 0.2834 -2.7789 0.5774
H: -0.2749 2.4868 -1.4287
H: 2.5193 3.3753 -0.2122
H: -0.1854 -3.0237 -1.2104
H: -2.1685 -2.0930 0.5869
H: 3.0929 1.8342 0.5435
H: 0.5351 3.7177 -0.6740
H: -0.1184 -0.9186 1.3794
H: -0.8277 2.8346 0.1064


Look up the maximum force of the eighth one. 5.5 eV Å⁻¹


Which of these has the highest molecular weight? C52H141N5O26


What is the molecular weight in the fourth record? 579.5 g mol⁻¹